Model one:
25
Properties=species:S:1:pos:R:3 method="wB97M-V/def2-TZVPD" spin_multiplicity=1 homo_energy_ha="-0.2881 / -0.2880" orbital_gap_ev="7.0 / 7.0" e_lumo_ev="-0.812 / -0.812"
H -0.937 -0.264 2.070
H 1.929 1.201 1.794
H -3.239 -1.587 -0.346
H -3.202 0.093 -0.832
C 2.118 -1.330 -0.839
H 1.559 2.561 0.712
H 1.601 -1.274 -1.797
O 1.572 -1.037 1.479
H -2.067 0.905 1.419
C -1.815 -0.171 1.423
H 1.587 1.308 -1.873
H -2.691 -0.704 1.824
H 3.066 -0.797 -0.895
H -0.056 -1.165 0.085
H 0.261 1.797 1.654
C -2.574 -0.806 -0.751
H -2.238 -1.100 -1.746
C 1.191 1.610 1.100
N 0.977 0.668 0.038
C 0.675 1.167 -1.282
C 1.251 -0.719 0.291
H 2.296 -2.373 -0.588
H 0.040 0.462 -1.819
N -1.437 -0.554 0.094
H 0.132 2.109 -1.215

Model two:
25
Properties=species:S:1:pos:R:3 method="wB97M-V/def2-TZVPD" spin_multiplicity=1 homo_energy_ha=-0.3199 smiles="CC(C)(N)C=O.CNC" orbital_gap_ev=9.6 e_lumo_ev=0.862
N 0.063 1.449 1.058
C 1.295 -1.163 -0.927
H -0.578 -1.488 -2.963
C -0.722 1.881 2.203
C 1.343 2.139 0.958
N -0.625 -1.819 0.437
H -0.446 -2.983 -2.039
H -1.715 1.424 2.158
H 2.009 1.838 1.771
H 1.820 1.883 0.008
O -0.509 1.082 -1.959
H -1.918 -2.007 -1.938
H 1.698 -2.165 -1.122
H -0.171 -2.731 0.516
H 1.750 -0.816 0.008
C -0.825 -1.955 -2.002
H 1.642 -0.492 -1.720
H 1.217 3.225 0.984
C -0.230 -1.167 -0.831
H -0.244 1.586 3.140
H 0.200 0.402 1.060
C -0.807 0.388 -0.996
H -0.860 2.967 2.207
H -1.628 -2.001 0.438
H -1.756 0.524 -0.451

Model three:
25
Properties=species:S:1:pos:R:3 method="wB97M-V/def2-TZVPD" spin_multiplicity=1 homo_energy_ha=-0.3353 smiles="C=CC[C@H](C)NCN.O" orbital_gap_ev=10.1 e_lumo_ev=0.989
H 0.167 -0.498 -1.673
H -2.287 -1.043 -0.032
C 1.719 1.134 0.424
H -0.559 2.606 0.850
H -0.355 -0.513 1.232
H 2.325 -0.782 -0.362
H 0.759 -2.835 -0.579
C 0.242 -0.888 0.330
N -2.621 0.416 -1.541
H 1.916 1.478 2.510
H -2.304 0.715 -2.423
H 1.606 1.562 -0.577
H 2.133 -0.711 1.386
H -0.696 1.742 -0.317
H -2.593 1.166 -0.904
H 1.910 2.971 1.474
C -1.835 -0.707 -1.043
H -1.939 -1.544 -1.814
N -0.390 -0.327 -0.879
O -0.945 2.549 0.022
C 1.677 -0.351 0.470
H -0.746 -2.808 0.397
C 0.255 -2.416 0.336
H 0.726 -2.818 1.201
C 1.835 1.903 1.510

Which of them is most stable? Easy: model three.

Model one:
17
Properties=species:S:1:pos:R:3 method="wB97M-V/def2-TZVPD" charge=+1 spin_multiplicity=1 homo_energy_ha=-0.4501 smiles=Nc1nc[nH]c1C[NH3+] orbital_gap_ev=8.9 e_lumo_ev=-3.332
N 0.166 -1.870 0.033
C -2.509 0.443 -0.187
H 1.505 -0.887 -0.208
C -0.348 0.634 -0.009
H -1.639 2.266 -0.064
N 2.049 -0.073 -0.299
N -1.546 1.310 -0.083
H 2.296 0.073 -1.222
H -3.605 0.649 -0.093
H 0.520 -2.233 1.014
H -0.278 -2.630 -0.558
H 2.935 -0.128 0.201
N -2.120 -0.823 -0.035
C 1.012 1.011 0.299
H 1.195 1.045 1.322
H 1.169 2.030 -0.193
C -0.802 -0.818 0.084

Model two:
17
Properties=species:S:1:pos:R:3 method="wB97M-V/def2-TZVPD" charge=+1 spin_multiplicity=1 homo_energy_ha=-0.4181 orbital_gap_ev=8.0 e_lumo_ev=-3.407
C 3.267 0.694 -0.024
H -0.214 1.311 -0.634
H -1.335 -2.399 -0.378
H -3.138 0.628 0.738
N -0.617 0.972 0.214
H 3.255 1.456 -0.719
N 1.354 -1.009 0.099
H -1.064 1.699 0.764
H 4.182 0.056 -0.297
N 0.477 -1.896 0.058
C -0.849 -1.479 -0.160
C 2.159 -0.189 -0.104
H -3.397 -0.889 0.212
H -3.276 0.191 -0.853
H 3.397 1.096 1.014
N -2.896 -0.031 0.024
C -1.304 -0.209 0.047

Which of them is most stable? Easy: model one.

Model one:
9
Properties=species:S:1:pos:R:3 method="wB97M-V/def2-TZVPD" spin_multiplicity=1 homo_energy_ha=-0.3340 smiles="O=C(C=S)CBr" orbital_gap_ev=7.8 e_lumo_ev=-1.309
C 1.010 -1.241 -0.071
S -0.183 -2.279 -0.296
O 1.424 1.098 -0.083
H -0.777 1.850 0.555
C -0.833 0.807 0.227
H 2.052 -1.505 0.114
C 0.577 0.299 0.093
Br -1.900 0.642 -1.542
H -1.370 0.330 1.002

Model two:
9
Properties=species:S:1:pos:R:3 method="wB97M-V/def2-TZVPD" spin_multiplicity=1 homo_energy_ha=-0.3346 smiles="O=C(C=S)CBr" orbital_gap_ev=7.7 e_lumo_ev=-1.455
H 0.597 -0.023 1.495
C -1.278 0.813 -0.310
C 0.793 -0.569 0.566
Br 2.386 0.303 -0.077
O -0.750 -1.333 -1.234
S -0.660 2.184 0.289
C -0.375 -0.555 -0.427
H -1.994 0.777 -1.097
H 1.280 -1.598 0.795

Which of them is most stable? Easy: model one.

Model one:
6
Properties=species:S:1:pos:R:3 method="wB97M-V/def2-TZVPD" spin_multiplicity=1 homo_energy_ha="-0.3403 / -0.3433" orbital_gap_ev="5.4 / 5.4" e_lumo_ev="-3.904 / -3.919"
H 1.130 -0.030 -0.871
H 0.575 -0.275 0.948
I -1.662 2.758 0.347
C 0.400 -0.579 -0.072
H 0.486 -1.679 -0.176
O -0.929 -0.195 -0.176

Model two:
6
Properties=species:S:1:pos:R:3 method="wB97M-V/def2-TZVPD" spin_multiplicity=1 homo_energy_ha=-0.3595 orbital_gap_ev=9.8 e_lumo_ev=0.005
O -0.148 1.425 0.129
H -0.160 1.491 -0.808
H 0.395 -0.569 -0.924
C 0.751 -0.335 -0.002
I 2.799 0.121 -0.001
H 0.284 -0.610 1.039

Which of them is most stable? Easy: model two.

Model one:
7
Properties=species:S:1:pos:R:3 method="wB97M-V/def2-TZVPD" spin_multiplicity=1 homo_energy_ha=-0.3346 smiles="C=NN" orbital_gap_ev=10.4 e_lumo_ev=1.256
C -0.850 -0.396 -0.498
H -0.174 -1.043 -1.056
H 1.124 0.962 1.345
N -0.515 0.470 0.371
H -1.889 -0.608 -0.651
N 0.864 0.664 0.454
H 1.441 -0.048 0.035

Model two:
7
Properties=species:S:1:pos:R:3 method="wB97M-V/def2-TZVPD" spin_multiplicity=1 homo_energy_ha=-0.3335 smiles="[H]/N=C/N" orbital_gap_ev=10.1 e_lumo_ev=1.012
H -0.633 -0.996 0.791
C 0.075 -0.394 0.189
H -1.427 0.265 -1.201
H 0.937 -0.121 1.746
N -0.363 0.220 -1.024
N 1.178 0.010 0.752
H 0.233 1.015 -1.253

Which of them is most stable? Easy: model two.

Model one:
23
Properties=species:S:1:pos:R:3 method="wB97M-V/def2-TZVPD" charge=-1 spin_multiplicity=1 homo_energy_ha=-0.1379 orbital_gap_ev=6.4 e_lumo_ev=2.688
C 1.443 -3.874 -0.334
O -0.203 1.224 2.811
H -2.189 3.309 -2.517
H 1.292 -1.665 -0.383
H -1.528 4.170 -0.428
H -0.638 2.786 -3.221
H 0.158 -2.564 0.560
O 1.035 -4.778 -1.088
H -0.011 -2.535 -1.321
H -1.040 3.588 2.040
C 0.615 -2.515 -0.433
H -0.803 1.647 3.441
C -1.431 2.533 -2.526
C -0.460 1.600 1.522
C -0.920 2.884 1.219
C -1.137 3.205 -0.110
C -0.901 2.267 -1.124
O 2.362 -3.869 0.506
C -0.258 1.069 -0.817
H -1.909 1.634 -2.917
H 0.430 -0.181 0.778
H -0.016 0.323 -1.549
C -0.063 0.747 0.518

Model two:
23
Properties=species:S:1:pos:R:3 method="wB97M-V/def2-TZVPD" charge=-1 spin_multiplicity=1 homo_energy_ha=-0.1330 orbital_gap_ev=7.1 e_lumo_ev=3.480
H -0.539 0.147 -1.925
C 2.395 -0.852 -0.612
C 1.925 -1.197 0.661
C 0.588 -1.372 0.922
H 0.222 -1.827 1.834
H -3.068 2.725 -0.429
C -2.842 2.539 0.620
O -4.861 1.297 1.021
H 4.547 -0.869 -0.286
H -2.299 -0.025 1.228
C 3.815 -1.050 -1.073
H 1.830 -0.649 -2.570
C -3.670 1.375 1.169
H 2.642 -1.293 1.479
H -3.317 3.366 1.159
H 4.049 -0.323 -1.858
C 0.059 -0.429 -1.224
H -1.774 2.451 0.760
O -1.672 -0.996 0.348
C 1.392 -0.604 -1.574
H 3.949 -2.029 -1.540
C -0.422 -0.882 0.023
O -2.951 0.496 1.865

Which of them is most stable? Easy: model two.